{"formula": "C4H6N2", "method": "ωB97M-V with the def2-TZVPD basis set", "orbital_gap_ev": 9.42, "de_lowest_kcal_mol": 61.4, "elements": ["C", "N", "C", "C", "C", "N", "H", "H", "H", "H", "H", "H"], "coordinates": [[1.971228, 0.811228, -0.013657], [0.142968, -0.972779, -0.080735], [0.601861, 0.271956, -0.162436], [-1.293086, -0.130081, -0.164165], [-2.509418, -0.571751, 0.071269], [-0.528885, 0.952735, -0.334560], [0.698783, -1.752260, 0.251750], [2.156042, 1.550354, -0.795689], [2.711676, 0.013426, -0.079877], [2.073553, 1.312885, 0.951687], [-3.309802, 0.143476, 0.217397], [-2.714921, -1.629189, 0.139016]], "atomic_forces_ev_per_a": [[0.12, -0.10, -0.14], [-0.51, -0.54, -0.44], [-1.10, 0.97, 0.08], [1.27, -2.34, 0.70], [0.00, 0.06, 0.01], [0.82, 2.19, -0.26], [-0.62, -0.19, 0.19], [-0.01, -0.07, 0.08], [0.00, 0.07, -0.01], [-0.06, -0.06, -0.07], [0.04, -0.05, -0.23], [0.08, 0.07, 0.10]]}

{"formula": "C20H43BN3O7S2", "method": "ωB97M-V with the def2-TZVPD basis set", "orbital_gap_ev": 8.41, "charge": -1, "elements": ["N", "B", "O", "S", "O", "O", "N", "S", "O", "O", "C", "C", "C", "C", "C", "C", "C", "C", "C", "C", "C", "C", "N", "C", "C", "C", "C", "H", "H", "H", "H", "H", "H", "H", "H", "H", "H", "H", "H", "H", "H", "H", "H", "H", "H", "H", "H", "H", "H", "H", "H", "H", "H", "H", "H", "H", "H", "H", "C", "C", "O", "H", "H", "H", "H", "H", "H", "C", "C", "O", "H", "H", "H", "H", "H", "H"], "coordinates": [[-0.380292, 3.422762, -0.675018], [-0.183816, 2.096399, -1.232457], [0.740531, 1.191062, -0.807919], [-1.248934, 1.530162, -2.685386], [-2.605110, 1.289037, -2.195573], [-1.103462, 2.571965, -3.699819], [-0.449487, 0.230840, -3.151573], [-1.045213, -1.236504, -3.045669], [0.084822, -2.138892, -3.277969], [-2.185105, -1.457683, -3.912658], [-1.579763, -1.581189, -1.366721], [-2.799243, -2.495622, -1.371052], [-3.241584, -2.911628, 0.047498], [-4.322868, -2.001123, 0.659741], [-4.131198, -1.714322, 2.155709], [-2.754274, -1.151825, 2.508759], [-2.775480, -0.197969, 3.697304], [-1.385129, 0.248959, 4.176558], [-0.454141, 0.702489, 3.061080], [1.000578, 0.964851, 3.472361], [1.926010, -0.228399, 3.231170], [1.529664, -1.450094, 4.046796], [2.571514, -2.454316, 4.145435], [3.723601, -2.541164, 3.408306], [4.426214, -3.677809, 3.804977], [3.653841, -4.302373, 4.830955], [2.523905, -3.523008, 5.015391], [0.507065, 3.903315, -0.578316], [-0.823256, 3.432113, 0.233334], [1.145170, 0.702376, -1.548360], [-1.818661, -0.634550, -0.885563], [-0.725285, -2.038238, -0.869255], [-3.614495, -1.994922, -1.891275], [-2.564806, -3.391322, -1.949954], [-3.656036, -3.920484, -0.042100], [-2.374376, -3.007189, 0.702061], [-4.316402, -1.041655, 0.134515], [-5.299147, -2.469682, 0.518492], [-4.869455, -0.954815, 2.438874], [-4.367816, -2.597743, 2.756447], [-2.369090, -0.637741, 1.624101], [-2.041826, -1.954327, 2.723978], [-3.396349, 0.676254, 3.482933], [-3.253242, -0.725763, 4.530904], [-0.956664, -0.552456, 4.784453], [-1.529771, 1.099262, 4.850842], [-0.866775, 1.636226, 2.671900], [-0.440800, 0.009760, 2.220100], [1.372159, 1.763360, 2.827128], [1.064407, 1.291247, 4.515011], [1.827140, -0.468935, 2.169389], [2.957656, 0.053552, 3.446340], [0.647349, -1.911566, 3.591765], [1.233161, -1.152696, 5.057215], [3.968491, -1.804729, 2.662177], [5.360191, -4.022421, 3.395223], [3.875844, -5.211372, 5.366025], [1.690904, -3.626914, 5.692246], [-0.166041, 6.324204, -5.111568], [1.103268, 5.564924, -4.760620], [0.872766, 4.560313, -3.795665], [-0.593749, 6.773203, -4.214621], [0.032176, 7.112586, -5.841964], [-0.912342, 5.645480, -5.528298], [1.844054, 6.242965, -4.331682], [1.537814, 5.125920, -5.669026], [0.224982, 3.931197, -4.157660], [3.392008, 0.288324, -5.503187], [3.722686, -0.256397, -4.123461], [2.569108, -0.418989, -3.327317], [2.870661, 1.241687, -5.414093], [4.296183, 0.432297, -6.099626], [2.732009, -0.399095, -6.035798], [4.369888, 0.438771, -3.586215], [4.257216, -1.211452, -4.218289], [1.946448, -1.028486, -3.751769]], "atomic_forces_ev_per_a": [[0.06, -0.21, 0.22], [0.10, -0.28, 0.03], [0.65, 0.93, -0.09], [0.13, 0.58, -0.16], [0.28, -0.10, -0.07], [-0.20, -0.31, -0.06], [-0.46, -0.17, 0.17], [0.49, -0.53, -1.08], [-0.18, 0.28, 0.13], [0.07, 0.17, 0.33], [-0.34, 0.16, 0.10], [0.18, -0.26, 0.30], [-0.34, -0.25, -0.44], [0.54, -0.04, 0.33], [-0.28, 0.24, -0.03], [0.06, 0.06, -0.16], [0.13, -0.25, 0.23], [-0.32, -0.02, 0.03], [0.12, 0.29, 0.08], [0.01, -0.09, -0.27], [-0.38, -0.01, 0.02], [-0.29, 0.06, -0.07], [0.58, -0.64, 0.33], [0.33, -0.70, 0.29], [-0.88, 0.53, 0.12], [-0.38, 0.63, -0.26], [0.45, 0.05, -0.37], [0.06, -0.03, 0.06], [-0.26, 0.08, 0.00], [-0.51, -0.53, -0.01], [-0.01, 0.09, 0.02], [0.03, 0.00, -0.02], [-0.02, 0.00, -0.03], [0.03, 0.05, -0.03], [0.03, -0.02, 0.17], [0.07, 0.10, 0.02], [-0.08, -0.02, -0.04], [-0.06, 0.20, -0.14], [-0.08, -0.08, 0.03], [0.11, -0.04, 0.01], [0.02, 0.05, 0.01], [0.01, -0.06, -0.05], [-0.01, -0.02, -0.15], [-0.12, 0.15, 0.02], [0.14, -0.03, -0.13], [0.11, -0.08, 0.14], [-0.07, 0.00, -0.14], [-0.07, -0.11, -0.02], [0.08, 0.14, 0.22], [-0.02, 0.09, -0.01], [0.36, -0.05, -0.03], [0.00, 0.00, -0.01], [-0.01, 0.03, 0.03], [0.18, -0.01, 0.02], [-0.03, -0.05, -0.01], [0.02, 0.05, -0.02], [0.05, 0.03, -0.01], [0.02, -0.05, -0.01], [-0.01, 0.01, 0.04], [-0.07, -0.14, 0.01], [0.10, 0.11, -0.26], [0.00, 0.01, 0.01], [0.01, -0.01, -0.01], [0.01, 0.00, -0.02], [0.03, 0.00, -0.02], [0.04, 0.08, -0.02], [-0.06, -0.12, 0.47], [-0.04, 0.06, 0.02], [-0.18, -0.14, -0.14], [0.16, 0.06, 0.19], [0.01, 0.01, 0.01], [0.01, -0.01, 0.00], [0.02, -0.02, -0.01], [0.02, -0.02, 0.01], [0.08, 0.04, 0.01], [-0.22, 0.06, 0.21]]}

{"formula": "C3H3NO2", "method": "ωB97M-V with the def2-TZVPD basis set", "orbital_gap_ev": 9.16, "smiles": "N#CC(=O)C=O.[H][H]", "de_lowest_kcal_mol": 80.4, "elements": ["O", "C", "C", "O", "C", "N", "H", "H", "H"], "coordinates": [[0.011710, 1.108736, -1.333687], [0.145850, 0.112065, -0.680240], [-1.035990, -0.668006, -0.064207], [-2.160483, -0.408726, -0.384923], [1.471009, -0.475775, -0.392800], [2.480722, -1.013360, -0.221815], [-0.149191, 1.648243, 0.940380], [0.007502, 1.155149, 1.469155], [-0.771128, -1.458327, 0.668139]], "atomic_forces_ev_per_a": [[0.10, -0.74, 0.09], [-0.05, 0.42, -0.61], [-0.64, 0.05, -0.19], [0.59, -0.18, 0.20], [0.98, -0.54, -0.04], [-0.96, 0.52, -0.06], [-0.03, 0.16, 0.39], [0.01, 0.18, 0.33], [-0.01, 0.12, -0.11]]}

{"formula": "C12H13N2", "method": "ωB97M-V with the def2-TZVPD basis set", "orbital_gap_ev": 5.88, "charge": 1, "smiles": "Cc1ccc(Cc2ccn[nH+]c2)cc1", "de_lowest_kcal_mol": 335.9, "elements": ["C", "C", "C", "C", "C", "C", "C", "C", "C", "N", "N", "C", "C", "C", "H", "H", "H", "H", "H", "H", "H", "H", "H", "H", "H", "H", "H"], "coordinates": [[4.232894, -1.917727, 1.180893], [3.018576, -0.848381, 0.811172], [2.254456, -1.066009, -0.639996], [1.018649, -0.025734, -0.983634], [0.531946, 1.190791, 0.015593], [-0.773392, 2.086012, -0.524196], [-2.042138, 1.046536, -0.599513], [-2.464465, 0.001193, 0.589635], [-3.714212, -1.027087, 0.423311], [-4.497196, -1.006629, -0.832677], [-4.122734, -0.147564, -1.810492], [-3.049584, 0.894792, -1.926968], [1.297571, 1.434108, 1.445235], [2.550205, 0.387861, 1.808652], [4.772735, -1.624761, 2.177615], [4.986719, -1.995797, 0.262212], [3.712135, -2.989305, 1.234228], [2.596856, -1.927261, -1.382344], [0.452424, -0.191737, -1.995844], [-0.959500, 3.051598, 0.110030], [-0.503649, 2.369085, -1.649198], [-1.841430, -0.045449, 1.595817], [-3.966317, -1.776966, 1.301813], [-4.717903, -0.219975, -2.694824], [-2.881560, 1.551547, -2.909748], [0.946400, 2.294236, 2.172179], [3.162514, 0.502623, 2.821050]], "atomic_forces_ev_per_a": [[-1.14, 0.10, -0.85], [-2.41, 1.97, -1.27], [-1.52, 3.72, 3.10], [1.99, -0.18, 2.88], [2.60, -2.21, 0.99], [1.00, -1.66, -0.71], [-3.73, -2.80, -0.08], [-1.35, 0.14, -2.71], [1.80, 3.31, -2.94], [3.38, 1.03, 3.06], [2.33, 2.50, -0.63], [1.02, -1.77, 4.39], [0.97, -3.53, -3.07], [-1.44, -0.68, -2.92], [-1.09, -0.67, -2.05], [-1.57, 0.46, 2.14], [1.21, 2.37, 0.22], [-0.93, 2.15, 1.76], [1.17, 0.47, 2.13], [0.13, -2.07, -1.16], [-0.78, -0.41, 2.50], [-1.34, 0.20, -2.43], [0.26, 1.70, -2.37], [0.88, -0.10, 1.81], [-0.81, -1.88, 2.28], [0.96, -2.01, -1.64], [-1.60, -0.16, -2.43]]}

no.,energy (Ha)
1,-265.43772
2,-2300.16132
3,-321.24954
4,-573.79087